A structure of composition C34H26N4P2Pd in a non-equilibrium geometry. Source: the Open Molecules 2025 dataset; level of theory: ωB97M-V/def2-TZVPD.

Geometry as XYZ:
```
67
Properties=species:S:1:pos:R:3
Pd 0.67060 -0.59600 0.69930
C -1.00200 1.54570 2.59810
P -0.27100 -0.15850 2.81720
C 0.82030 0.07300 4.24920
C 1.79690 1.06210 4.12940
C 2.65010 1.32130 5.18380
C 2.55300 0.57890 6.35160
C 1.60810 -0.42930 6.45580
C 0.74190 -0.69120 5.40750
C -1.69160 -1.15670 3.34110
C -2.69670 -0.65670 4.16220
C -3.82980 -1.41630 4.38950
C -3.95810 -2.67120 3.81330
C -2.94320 -3.18550 3.02040
C -1.81310 -2.42420 2.77630
C -0.18440 2.26180 1.57710
C 0.21270 3.58760 1.44020
C 1.07100 3.64140 0.32880
C 1.16550 2.34680 -0.16500
C 2.09320 1.65590 -1.10790
P 2.88660 0.30770 -0.04440
C 2.56070 -1.23290 -0.98960
C 2.20240 -2.34280 -0.19400
C 1.72710 -3.50040 -0.79540
C 1.64070 -3.57920 -2.17630
C 2.04440 -2.50990 -2.96110
C 2.48140 -1.33370 -2.37610
C 4.67070 0.60200 -0.19040
C 5.55860 -0.22070 -0.87000
C 6.91610 0.03630 -0.79910
C 7.39430 1.08690 -0.03530
C 6.50940 1.90350 0.65370
C 5.15410 1.65480 0.58280
N 0.35890 1.54700 0.57220
H -1.02020 2.08670 3.54770
H -2.03140 1.42120 2.24130
H 1.86440 1.62290 3.20400
H 3.38070 2.11190 5.10520
H 3.22080 0.78340 7.17600
H 1.53720 -1.00280 7.36750
H 0.00030 -1.47450 5.49150
H -2.59790 0.32210 4.60950
H -4.62350 -1.02330 5.00590
H -4.86070 -3.24370 3.96740
H -3.04480 -4.16710 2.58010
H -1.01360 -2.78460 2.12560
H -0.09270 4.41120 2.05570
H 1.56730 4.51070 -0.05980
H 2.83650 2.32310 -1.54550
H 1.52010 1.15180 -1.89560
H 2.40270 -2.31470 0.88810
H 1.43510 -4.34470 -0.18690
H 1.23380 -4.46560 -2.64030
H 1.98980 -2.58220 -4.03710
H 2.76190 -0.49300 -2.99830
H 5.18610 -1.05360 -1.44970
H 7.60750 -0.59510 -1.33810
H 8.45710 1.26020 0.03890
H 6.88160 2.72020 1.25240
H 4.44810 2.26670 1.13000
N -0.90920 -1.25130 -0.69530
C -2.03760 -1.13730 -0.41280
C -3.36110 -0.98970 -0.10450
C -3.78090 0.26010 0.35720
N -4.09010 1.28790 0.77550
C -4.25180 -2.05840 -0.19390
N -4.98960 -2.93720 -0.28550
```

- energy above the lowest of the compared OMol25 structures with the same formula, charge and spin (eV) = 0.751
- 2S+1 = 3

Charges in e, computed with Löwdin, in the same order as the atoms: 0.659 -0.231 1.034 -0.348 -0.092 -0.074 -0.080 -0.080 -0.080 -0.381 -0.081 -0.065 -0.065 -0.075 -0.117 -0.416 -0.064 -0.066 -0.424 -0.227 1.056 -0.428 -0.204 -0.080 -0.065 -0.058 -0.088 -0.368 -0.081 -0.080 -0.081 -0.078 -0.106 -0.062 0.102 0.058 0.096 0.106 0.104 0.104 0.104 0.112 0.107 0.109 0.109 0.089 0.093 0.090 0.094 0.077 0.097 0.110 0.110 0.110 0.114 0.099 0.105 0.104 0.105 0.103 0.090 -0.209 -0.291 -0.239 0.148 -0.251 0.136

=====

A cluster of 3 separate species, C34H27BrIN4O6 in total in a non-equilibrium geometry. Source: the Open Molecules 2025 dataset; level of theory: ωB97M-V/def2-TZVPD.

Geometry as XYZ:
```
73
Properties=species:S:1:pos:R:3
C -0.17198 -2.21076 -1.21662
C 0.09435 -3.39260 -2.14302
Br 0.53613 -2.71123 -3.92191
C 1.30836 -4.20494 -1.69817
N 0.93251 -5.26117 -0.75833
C 1.37530 -5.37298 0.46224
N 2.24592 -4.51609 1.07360
C 1.99441 -4.73044 2.51764
I 0.00252 -4.03051 3.07827
C 1.95694 -6.27586 2.43946
O 3.22019 -6.70554 1.97360
N 3.92961 -7.41699 3.06496
O 4.87933 -6.85266 3.35368
N 1.01521 -6.39699 1.31285
H -1.22905 -1.96719 -1.26071
H 0.12224 -2.38967 -0.18301
H 0.35192 -1.32274 -1.55799
H -0.79110 -4.01040 -2.24507
H 1.82658 -4.66298 -2.53577
H 2.02914 -3.52784 -1.24929
H 0.30495 -5.98864 -1.06459
H 2.13844 -3.52711 0.87035
H 2.72254 -4.28174 3.17515
H 1.70653 -6.76476 3.37447
H 1.12148 -7.32755 0.91489
C -1.52295 1.69054 5.14391
C -2.69368 2.27153 5.61898
C -3.84175 2.25634 4.84564
C -3.82224 1.66921 3.58801
C -2.64150 1.10313 3.10126
C -1.49641 1.10811 3.88886
C -2.58450 0.50643 1.73996
O -1.55599 0.00812 1.31911
C -3.81378 0.54660 0.90203
C -3.76881 0.05258 -0.39602
C -4.90522 0.07270 -1.18543
C -6.09679 0.57960 -0.67849
C -6.14739 1.07890 0.61176
C -5.00659 1.07316 1.40259
C -5.07321 1.64891 2.77715
O -6.10988 2.09130 3.21733
H -0.62974 1.69758 5.75401
H -2.70934 2.73581 6.59559
H -4.75640 2.70172 5.21063
H -0.58817 0.65828 3.51214
H -2.83924 -0.33993 -0.78369
H -4.86607 -0.30628 -2.19796
H -6.98565 0.58981 -1.29443
H -7.06837 1.48043 1.01019
C 5.27796 4.97703 -4.60602
C 4.28817 4.88241 -5.57848
C 3.01487 4.46147 -5.23636
C 2.72741 4.12348 -3.92042
C 3.72743 4.19919 -2.94723
C 4.99937 4.63577 -3.29399
C 3.45665 3.80144 -1.53743
O 4.32056 3.86765 -0.68922
C 2.09036 3.30798 -1.19842
C 1.82653 2.88253 0.09788
C 0.56262 2.43134 0.43570
C -0.44812 2.41246 -0.52126
C -0.19038 2.83183 -1.81438
C 1.08074 3.27268 -2.16071
C 1.34664 3.68947 -3.56810
O 0.46409 3.66842 -4.39891
H 6.26972 5.31466 -4.87499
H 4.51182 5.14037 -6.60480
H 2.23913 4.39141 -5.98572
H 5.76476 4.70315 -2.53384
H 2.61718 2.90558 0.83498
H 0.36036 2.09280 1.44332
H -1.43678 2.06518 -0.25783
H -0.96991 2.81648 -2.56355
```

- E (eV) = -132076.802
- charge = +1

Charges in e, computed with Löwdin, in the same order as the atoms: -0.133 -0.713 0.751 -0.215 0.155 -0.378 0.092 -0.569 0.912 -0.390 -0.095 0.041 0.161 0.120 0.069 0.057 0.069 0.091 0.107 0.126 0.180 0.135 0.098 0.151 0.169 -0.053 -0.045 0.007 -0.078 -0.084 -0.012 -0.286 0.060 -0.088 -0.012 -0.051 -0.045 0.008 -0.076 -0.275 0.122 0.109 0.112 0.125 0.112 0.098 0.109 0.113 0.125 -0.052 -0.052 -0.001 -0.084 -0.084 -0.001 -0.278 0.107 -0.083 0.000 -0.050 -0.051 0.004 -0.082 -0.278 0.109 0.110 0.110 0.121 0.121 0.120 0.095 0.088 0.121

=====

A structure of composition C34H27F5N8O2S2Ti in a non-equilibrium geometry. Source: the Open Molecules 2025 dataset; level of theory: ωB97M-V/def2-TZVPD.

Geometry as XYZ:
```
79
Properties=species:S:1:pos:R:3
Ti 0.26529 0.27694 0.49025
C -2.86647 -0.56647 0.40297
N -2.05072 0.50641 -0.22041
C -2.06655 0.34618 -1.68821
C -1.13575 -0.75035 -2.08952
C -1.40485 -1.54457 -3.18614
C -0.46971 -2.48071 -3.59291
C 0.71703 -2.56387 -2.89616
C 0.89961 -1.75089 -1.79410
N -0.01075 -0.87244 -1.35805
C -2.51383 1.84862 0.18560
C -1.93171 2.21450 1.52239
C -2.45789 3.24490 2.28027
C -1.94496 3.47881 3.53931
C -0.94973 2.64127 4.02255
C -0.46001 1.65522 3.19859
N -0.90891 1.46007 1.94218
C -2.13654 -1.47870 1.35241
C -2.84980 -2.49186 1.97346
C -2.21749 -3.30238 2.89187
C -0.89583 -3.03671 3.20340
C -0.25813 -2.00999 2.54522
N -0.84235 -1.26017 1.58836
H -3.31384 -1.18029 -0.37795
H -3.69413 -0.11730 0.95183
H -1.69976 1.27234 -2.12471
H -3.07408 0.15300 -2.06338
H -2.33607 -1.40855 -3.72086
H -0.66545 -3.12434 -4.44205
H 1.50601 -3.24411 -3.18702
H 1.82289 -1.78776 -1.25043
H -3.60373 1.88446 0.24396
H -2.19368 2.56614 -0.56584
H -3.26723 3.84342 1.88015
H -2.33167 4.28772 4.14751
H -0.54458 2.75443 5.01882
H 0.33521 1.00379 3.53996
H -3.89926 -2.62181 1.73692
H -2.75272 -4.11022 3.37592
H -0.35526 -3.60745 3.94745
H 0.75206 -1.74335 2.81375
N 8.12455 2.24991 0.64316
C 6.85805 1.81795 0.91685
C 5.78300 2.21632 0.11020
C 4.50587 1.79695 0.39764
C 4.28683 0.97074 1.50104
C 5.34144 0.58832 2.33794
C 6.61371 1.01330 2.04561
S 2.68992 0.49443 1.86061
O 2.60532 0.21503 3.27326
O 1.77968 1.53491 1.32078
N 2.04736 -0.73822 1.01147
C 2.63408 -2.01948 1.11824
N 3.86418 -2.11412 1.59872
C 4.38325 -3.33623 1.66730
C 3.68382 -4.46502 1.27605
C 2.40253 -4.24716 0.81290
N 1.86348 -3.03089 0.73055
H 8.32145 2.68160 -0.24127
H 8.90394 1.83967 1.12428
H 5.95912 2.87067 -0.73524
H 3.67419 2.12831 -0.20757
H 5.14726 -0.02652 3.20698
H 7.43851 0.73657 2.69222
H 5.39636 -3.40487 2.04820
H 4.11039 -5.45539 1.33642
H 1.77211 -5.07209 0.49668
F 3.15277 1.26722 -6.21963
C 2.53615 1.48901 -5.06008
C 2.96669 0.87138 -3.90437
F 4.01147 0.04016 -3.94258
C 2.31248 1.11100 -2.70931
F 2.82007 0.48505 -1.61340
C 1.20568 1.94018 -2.60909
S 0.33560 2.30739 -1.12111
C 0.79765 2.53078 -3.79900
F -0.28347 3.32534 -3.82036
C 1.44754 2.33007 -5.00106
F 1.01242 2.92924 -6.11270
```

- E (eV) = -110083.640
- charge = +1
- 2S+1 = 2

Charges in e, computed with Löwdin, in the same order as the atoms: 0.891 -0.080 -0.204 -0.151 -0.245 0.005 -0.027 -0.020 -0.107 0.036 -0.142 -0.238 0.005 -0.024 -0.021 -0.080 0.021 -0.230 -0.005 -0.030 -0.027 -0.101 0.035 0.137 0.140 0.083 0.139 0.125 0.121 0.120 0.085 0.139 0.094 0.129 0.122 0.120 0.103 0.128 0.121 0.120 0.099 0.127 -0.300 -0.010 -0.046 -0.317 -0.054 -0.016 0.658 -0.282 -0.447 -0.193 -0.459 0.149 -0.092 -0.041 -0.105 0.115 0.103 0.102 0.119 0.105 0.115 0.116 0.119 0.106 0.116 0.136 -0.142 -0.145 0.123 -0.221 0.044 -0.480 0.773 -0.238 0.080 -0.140 0.131